Here is the molecule C23H29NO4 in a non-equilibrium geometry from OMol25. Energies are from ωB97M-V with the def2-TZVPD basis set.

```
57
Properties=species:S:1:pos:R:3
C 6.65 1.29 -0.13
O 5.40 1.93 0.06
C 4.29 1.15 0.09
C 3.07 1.82 0.28
C 1.86 1.15 0.33
C 0.59 1.93 0.59
N -0.58 1.28 0.02
C -0.55 1.34 -1.43
C -1.66 0.46 -1.99
C -3.02 0.93 -1.47
C -3.06 1.09 0.05
C -4.27 1.99 0.41
O -5.52 1.45 0.05
C -3.29 -0.23 0.82
C -2.48 -1.44 0.45
C -2.92 -2.24 -0.60
C -2.22 -3.36 -1.00
C -1.06 -3.71 -0.34
C -0.63 -2.95 0.73
C -1.34 -1.83 1.15
C -0.86 -1.09 2.37
C -1.81 1.86 0.51
C 1.80 -0.23 0.19
C 3.00 -0.88 0.00
C 4.22 -0.22 -0.06
O 5.23 -1.15 -0.26
C 4.59 -2.40 -0.33
O 3.20 -2.23 -0.17
H 6.86 0.58 0.68
H 6.69 0.76 -1.08
H 7.39 2.09 -0.12
H 3.11 2.89 0.39
H 0.45 2.00 1.68
H 0.71 2.96 0.22
H 0.42 0.98 -1.77
H -0.67 2.38 -1.78
H -1.47 -0.57 -1.68
H -1.65 0.50 -3.08
H -3.24 1.90 -1.93
H -3.79 0.22 -1.80
H -4.15 2.98 -0.05
H -4.32 2.13 1.50
H -5.54 1.34 -0.90
H -4.35 -0.48 0.68
H -3.16 -0.01 1.88
H -3.84 -1.98 -1.11
H -2.58 -3.96 -1.83
H -0.49 -4.57 -0.65
H 0.26 -3.24 1.27
H -1.63 -1.10 3.14
H -0.64 -0.05 2.12
H 0.04 -1.55 2.77
H -1.78 1.88 1.60
H -1.90 2.91 0.17
H 0.87 -0.76 0.21
H 4.97 -3.06 0.47
H 4.79 -2.87 -1.31
```

Summary:
SMILES = COc1cc(CN2CCC[C@@](CO)(Cc3ccccc3C)C2)cc2c1OCO2
Total charge = 0
HOMO-LUMO gap = 8.77 eV
Strongest force on any atom = 1.271 eV/A
HOMO = -8.029 eV


Here is a structure of composition C23H30AsN6O3PtS2 in a non-equilibrium geometry from OMol25. Energies are from ωB97M-V with the def2-TZVPD basis set.

```
66
Properties=species:S:1:pos:R:3
Pt -0.21 0.35 0.29
O -2.98 2.91 1.53
C -2.04 2.48 0.93
N -0.96 1.78 1.45
C -0.51 1.90 2.75
O -0.60 2.87 3.44
C 0.14 0.63 3.19
C 0.49 0.43 4.51
C 1.04 -0.79 4.87
C 1.21 -1.77 3.91
C 0.84 -1.51 2.61
N 0.33 -0.32 2.25
C -1.88 2.59 -0.55
C -2.48 3.60 -1.27
C -2.25 3.67 -2.64
C -1.45 2.70 -3.23
C -0.90 1.70 -2.46
N -1.10 1.66 -1.13
H 0.32 1.24 5.21
H 1.34 -0.96 5.90
H 1.60 -2.74 4.17
H 0.96 -2.25 1.84
H -3.10 4.32 -0.74
H -2.70 4.46 -3.22
H -1.25 2.72 -4.30
H -0.30 0.92 -2.90
O 1.67 1.33 0.14
S 2.91 1.63 1.03
C 4.21 2.06 -0.17
C 5.35 1.07 0.07
C 4.70 -0.27 0.36
C 3.65 0.02 1.43
H 4.49 3.10 -0.01
H 3.76 1.95 -1.16
H 5.96 1.39 0.92
H 6.01 1.03 -0.80
H 5.42 -1.01 0.71
H 4.22 -0.66 -0.54
H 4.09 0.12 2.42
H 2.83 -0.70 1.47
C -5.21 0.22 0.13
As -3.91 -0.94 -0.66
C -3.62 -0.44 -2.49
C -4.57 -2.74 -0.63
S -2.09 -1.06 0.54
H -6.17 0.00 -0.33
H -4.93 1.26 -0.05
H -5.27 0.03 1.20
H -4.58 -0.54 -3.01
H -2.90 -1.12 -2.94
H -3.28 0.59 -2.56
H -5.52 -2.73 -1.17
H -4.73 -3.06 0.39
H -3.87 -3.40 -1.13
N 1.61 -4.56 -1.20
C 1.53 -3.25 -1.46
C 0.77 -2.36 -0.66
N 0.73 -1.07 -0.95
C 1.40 -0.61 -2.01
C 2.12 -1.50 -2.80
N 2.19 -2.79 -2.52
H 1.10 -5.01 -0.46
H 2.16 -5.14 -1.82
H 0.18 -2.72 0.17
H 1.39 0.45 -2.20
H 2.66 -1.16 -3.67
```

Summary:
Total charge = +3
HOMO-LUMO gap = 6.64 eV
Strongest force on any atom = 1.358 eV/A
HOMO = -17.059 eV


Here is a structure of composition C23H30BErN10O2S3SeSi in a non-equilibrium geometry from OMol25. Energies are from ωB97M-V with the def2-TZVPD basis set.

```
72
Properties=species:S:1:pos:R:3
Er 1.01 6.67 16.68
N 2.25 10.45 18.42
C 2.40 9.25 17.76
S 2.28 7.74 18.71
N 2.60 9.30 16.47
N 2.88 8.01 15.98
C 3.90 7.86 15.24
C 4.33 6.49 14.82
C 5.53 6.39 14.12
C 6.16 5.19 13.82
C 5.55 4.06 14.30
C 4.37 4.11 15.03
C 3.68 5.32 15.29
O 2.55 5.30 15.96
H 1.82 10.36 19.33
H 1.89 11.13 17.78
H 4.54 8.70 14.89
H 5.91 7.28 13.65
H 6.98 5.14 13.11
H 5.94 3.08 14.10
H 3.95 3.20 15.46
C -2.51 5.54 16.73
N -2.55 6.04 18.09
C -3.02 5.29 19.15
C -3.00 6.08 20.23
N -2.46 7.29 19.87
B -2.31 8.49 20.86
N -0.85 8.86 21.12
C -0.38 10.09 20.74
C 0.88 10.21 21.23
N 1.15 9.02 21.89
C 2.44 8.66 22.51
C 0.07 8.21 21.87
S -0.06 6.68 22.66
C -2.17 7.25 18.55
S -1.33 8.46 17.66
H -3.37 4.90 16.58
H -1.62 4.95 16.50
H -2.59 6.38 16.07
H -3.40 4.30 18.99
H -3.29 5.88 21.26
H -2.85 9.47 20.39
H -2.82 8.13 21.90
H -0.95 10.80 20.16
H 1.57 11.04 21.32
H 3.03 9.55 22.35
H 2.89 7.79 22.00
H 2.26 8.52 23.56
C 0.12 3.60 14.40
Si 0.21 5.01 13.16
C -1.18 4.78 11.93
C 1.87 5.00 12.19
Se -0.26 7.05 14.24
H 0.40 2.71 13.83
H -0.86 3.51 14.87
H 0.87 3.70 15.16
H -1.24 3.78 11.43
H -1.18 5.52 11.14
H -2.08 4.88 12.54
H 1.82 4.17 11.46
H 2.68 4.82 12.92
H 2.09 5.90 11.63
N 1.40 4.83 19.93
C 0.54 4.37 19.03
O 0.09 5.17 18.14
C 0.10 3.00 18.97
C 0.54 2.11 19.95
N 1.03 1.55 20.82
C -0.72 2.67 17.88
N -1.38 2.35 16.98
H 1.60 4.18 20.70
H 1.40 5.80 20.16
```

Summary:
Total charge = -2
HOMO-LUMO gap (alpha / beta) = 6.95 / 6.95 eV
⟨S²⟩ = 3.75
Strongest force on any atom = 2.522 eV/A
HOMO (alpha / beta) = -2.550 / -2.550 eV
Multiplicity = 4


Here is a structure of composition C23H30Cl3N4ORbS3SiTe from OMol25. Energies are from ωB97M-V with the def2-TZVPD basis set.

```
67
Properties=species:S:1:pos:R:3
Rb 0.31 -0.30 -0.11
C -4.07 1.61 -1.44
C -2.64 1.69 -1.92
C -2.12 0.75 -2.80
C -0.80 0.81 -3.23
C -0.24 -0.21 -4.18
C 0.00 1.85 -2.77
C -0.49 2.81 -1.89
C 0.42 3.91 -1.40
C -1.81 2.72 -1.47
H -4.61 0.81 -1.95
H -4.59 2.55 -1.61
H -4.10 1.39 -0.37
H -2.75 -0.07 -3.15
H -0.09 0.23 -5.17
H -0.91 -1.07 -4.28
H 0.73 -0.58 -3.84
H 1.05 1.90 -3.07
H 1.43 3.53 -1.24
H 0.05 4.35 -0.48
H 0.49 4.71 -2.15
H -2.20 3.45 -0.77
C -1.88 -2.11 4.70
C -1.67 -1.42 3.38
N -0.80 -0.50 3.20
N -0.13 -0.07 4.30
C 1.09 0.35 4.13
N 1.63 0.97 5.25
S 2.12 0.14 2.78
C -2.52 -1.83 2.23
C -3.34 -2.96 2.34
C -4.10 -3.37 1.26
C -4.06 -2.63 0.09
C -3.23 -1.52 0.07
N -2.50 -1.11 1.10
H -1.24 -1.65 5.44
H -1.63 -3.17 4.63
H -2.92 -2.04 5.03
H 1.16 0.74 6.11
H 2.64 0.90 5.29
H -3.35 -3.54 3.26
H -4.71 -4.26 1.33
H -4.59 -2.93 -0.80
H -3.16 -0.92 -0.83
C 5.16 -2.01 -0.82
S 3.82 -1.39 0.21
C 3.55 -2.90 1.14
O 2.64 -1.31 -0.72
H 6.03 -2.23 -0.19
H 5.39 -1.21 -1.52
H 4.81 -2.90 -1.35
H 4.45 -3.15 1.70
H 3.26 -3.69 0.45
H 2.74 -2.67 1.84
Te 3.95 1.69 -1.76
C 4.75 3.62 -2.04
C 5.48 4.40 -1.18
C 5.85 5.67 -1.71
C 5.40 5.86 -2.99
S 4.53 4.48 -3.52
H 5.72 4.07 -0.18
H 6.42 6.42 -1.17
H 5.54 6.72 -3.62
Cl 0.24 -4.20 -3.58
Si -0.99 -3.23 -2.05
Cl -1.39 -5.02 -0.84
Cl -2.89 -3.25 -3.22
```

Summary:
Total charge = -2
HOMO-LUMO gap = 5.13 eV
Strongest force on any atom = 0.662 eV/A
HOMO = -1.406 eV


Here is a structure of composition C23H30ClN3O2STl in a non-equilibrium geometry from OMol25. Energies are from ωB97M-V with the def2-TZVPD basis set.

```
61
Properties=species:S:1:pos:R:3
Tl 2.54 -2.72 -2.12
C -1.87 -2.41 2.86
C -2.02 -0.97 3.36
C -2.09 0.00 2.19
C -3.35 -0.90 4.13
C -0.81 -0.67 4.34
O -0.92 -1.47 5.49
C -0.84 0.83 4.90
C -0.19 2.03 4.20
C -1.04 2.97 3.45
C -2.33 3.37 3.89
C -3.06 4.30 3.21
C -2.53 4.86 2.02
Cl -3.42 6.01 1.17
C -1.25 4.49 1.56
C -0.52 3.59 2.28
C 0.58 -1.21 3.81
N 1.08 -1.07 2.44
C 1.28 -2.06 1.56
N 1.82 -1.60 0.45
C 1.95 -0.27 0.70
N 1.52 0.07 1.89
H -2.79 -2.71 2.35
H -1.72 -3.10 3.69
H -1.06 -2.52 2.14
H -2.85 -0.34 1.48
H -1.15 0.08 1.64
H -2.38 1.00 2.51
H -4.16 -1.10 3.44
H -3.54 0.08 4.57
H -3.40 -1.66 4.91
H -1.67 -1.21 6.04
H -0.33 0.71 5.85
H -1.88 1.04 5.11
H 0.64 1.73 3.58
H 0.29 2.64 4.98
H -2.73 2.98 4.82
H -4.02 4.62 3.57
H -0.86 4.93 0.65
H 0.48 3.32 1.95
H 0.54 -2.28 4.00
H 1.33 -0.79 4.49
H 1.06 -3.10 1.76
H 2.37 0.44 0.01
C 4.56 -0.52 -6.19
S 3.60 -2.04 -5.97
O 2.77 -1.83 -4.75
C 2.49 -1.83 -7.40
C 2.67 -2.66 -8.51
C 1.96 -2.38 -9.66
C 1.06 -1.29 -9.66
C 0.87 -0.49 -8.53
C 1.55 -0.78 -7.37
H 3.90 0.34 -6.23
H 5.14 -0.60 -7.11
H 5.24 -0.43 -5.34
H 3.35 -3.50 -8.49
H 2.09 -2.99 -10.54
H 0.45 -1.11 -10.55
H 0.21 0.36 -8.56
H 1.41 -0.19 -6.48
```

Summary:
Total charge = +3
HOMO-LUMO gap (alpha / beta) = 5.62 / 3.73 eV
Strongest force on any atom = 1.624 eV/A
HOMO (alpha / beta) = -16.205 / -16.178 eV


Here is a cluster of 8 separate species, C23H30F7O21PSi in total from OMol25. Energies are from ωB97M-V with the def2-TZVPD basis set.

```
83
Properties=species:S:1:pos:R:3
O 2.77 0.38 2.69
C 3.79 0.54 3.27
O 3.96 0.42 4.60
C 5.36 0.46 4.90
C 5.92 1.19 3.69
F 7.13 0.71 3.30
O 4.97 0.89 2.68
H 5.75 -0.56 4.94
H 5.53 0.97 5.84
H 5.99 2.27 3.80
O 8.31 0.24 5.92
C 8.64 -0.90 5.83
O 7.97 -1.84 5.12
C 8.77 -3.03 5.08
C 9.68 -2.85 6.28
F 10.93 -3.31 6.05
O 9.72 -1.45 6.43
H 9.37 -3.04 4.17
H 8.12 -3.90 5.12
H 9.31 -3.29 7.21
O -4.24 -0.71 -2.80
C -3.27 -0.38 -2.21
O -3.13 -0.46 -0.87
C -1.78 -0.11 -0.53
C -1.33 0.67 -1.75
F -0.04 0.44 -2.07
O -2.16 0.15 -2.78
H -1.19 -1.03 -0.44
H -1.77 0.45 0.40
H -1.49 1.75 -1.69
O -7.93 2.57 -6.80
C -7.61 1.71 -6.05
O -6.45 1.03 -6.06
C -6.38 0.20 -4.90
C -7.85 0.05 -4.53
F -8.06 0.01 -3.19
O -8.42 1.24 -5.05
H -5.85 0.71 -4.10
H -5.88 -0.73 -5.13
H -8.36 -0.81 -4.98
O -5.79 3.26 2.03
C -6.17 2.69 1.07
O -7.44 2.29 0.83
C -7.53 1.80 -0.51
C -6.09 1.45 -0.82
F -5.76 1.71 -2.11
O -5.37 2.32 0.02
H -7.86 2.60 -1.17
H -8.22 0.96 -0.55
H -5.80 0.42 -0.60
O -14.06 -1.34 -3.74
C -13.42 -0.58 -4.37
O -12.14 -0.23 -4.10
C -11.64 0.56 -5.18
C -12.91 1.08 -5.82
F -12.82 1.14 -7.17
O -13.86 0.09 -5.47
H -11.11 -0.08 -5.89
H -10.97 1.33 -4.80
H -13.26 2.05 -5.46
O 12.41 2.18 -0.30
C 11.60 2.32 0.55
O 10.51 1.53 0.74
C 9.88 1.90 1.96
C 10.39 3.32 2.18
F 10.61 3.60 3.48
O 11.61 3.32 1.48
H 10.25 1.26 2.77
H 8.81 1.81 1.87
H 9.75 4.10 1.76
C 3.36 -4.63 0.04
P 3.23 -3.31 1.32
C 4.25 -1.97 0.56
Si 1.17 -2.56 0.89
H 3.12 -4.31 -0.97
H 4.37 -5.02 0.06
H 2.69 -5.44 0.33
H 4.62 -2.27 -0.42
H 5.10 -1.75 1.20
H 3.68 -1.05 0.43
H 0.21 -3.55 1.45
H 0.83 -2.36 -0.55
H 0.99 -1.27 1.58
```

Summary:
SMILES = O=C1OC[C@@H](F)O1.O=C1OC[C@@H](F)O1.O=C1OC[C@@H](F)O1.O=C1OC[C@@H](F)O1.O=C1OC[C@@H](F)O1.O=C1OC[C@@H](F)O1.O=C1OC[C@@H](F)O1.CP(C)[SiH3]
Total charge = 0
HOMO-LUMO gap = 8.90 eV
Strongest force on any atom = 0.262 eV/A
HOMO = -8.801 eV


Here is a structure of composition C23H30LuN9O2S in a non-equilibrium geometry from OMol25. Energies are from ωB97M-V with the def2-TZVPD basis set.

```
66
Properties=species:S:1:pos:R:3
Lu -0.03 0.49 -0.38
C 1.45 -0.88 2.35
C 0.46 -1.87 1.74
N -0.81 -1.24 1.31
C -1.65 -0.76 2.43
C -2.09 0.69 2.21
N -0.94 1.50 1.77
C 0.05 1.77 2.84
C 1.47 1.60 2.31
N 1.60 0.34 1.53
H 2.40 -1.40 2.46
H 1.13 -0.60 3.36
H 0.29 -2.67 2.46
H 0.92 -2.31 0.84
H -1.33 -1.95 0.82
H -1.10 -0.85 3.37
H -2.55 -1.38 2.54
H -2.54 1.07 3.13
H -2.84 0.73 1.43
H -1.28 2.39 1.44
H -0.13 1.09 3.67
H -0.05 2.78 3.24
H 2.17 1.62 3.15
H 1.71 2.43 1.64
H 2.52 0.35 1.12
O 0.01 2.61 -3.09
S -0.82 2.61 -1.92
O -0.05 2.68 -0.64
N -1.58 1.20 -1.71
C -1.98 0.53 -2.89
C -2.57 1.14 -3.97
C -3.00 0.38 -5.08
C -2.83 -0.97 -5.10
C -2.18 -1.62 -4.03
C -1.95 -3.01 -4.01
C -1.28 -3.57 -2.95
C -0.82 -2.73 -1.93
N -1.02 -1.43 -1.89
C -1.72 -0.87 -2.92
C -2.04 3.89 -1.93
C -3.16 3.67 -1.13
C -4.20 4.59 -1.17
C -4.11 5.70 -2.00
C -2.98 5.91 -2.78
C -1.93 5.00 -2.75
H -2.72 2.21 -3.96
H -3.48 0.89 -5.90
H -3.20 -1.57 -5.93
H -2.30 -3.62 -4.83
H -1.09 -4.63 -2.90
H -0.25 -3.17 -1.11
H -3.22 2.78 -0.52
H -5.08 4.43 -0.56
H -4.93 6.41 -2.04
H -2.92 6.78 -3.42
H -1.05 5.13 -3.37
N 3.97 -0.03 -5.72
C 2.89 0.06 -4.94
N 1.68 0.07 -5.50
N 3.09 0.10 -3.64
C 2.33 0.11 -2.64
N 1.79 0.07 -1.60
H 3.90 -0.05 -6.72
H 4.88 -0.03 -5.30
H 1.57 0.06 -6.50
H 0.87 0.30 -4.94
```

Summary:
Total charge = +2
HOMO-LUMO gap = 8.28 eV
Strongest force on any atom = 2.865 eV/A
HOMO = -13.454 eV